No. 1
Molecular formula: C22H28N2O6S
Method: DFT, ωB97M-V/def2-TZVPD

The geometry in XYZ format:
```
59
Properties=species:S:1:pos:R:3
C -1.330 -5.651 -1.873
H -0.272 -5.936 -1.884
O -1.648 -4.877 -0.745
C -1.034 -3.665 -0.605
C -0.091 -3.137 -1.467
C 0.488 -1.895 -1.237
C 0.114 -1.145 -0.135
C -0.841 -1.667 0.743
C -1.413 -2.907 0.524
O -2.348 -3.474 1.333
C -2.776 -2.758 2.467
H -1.954 -2.576 3.167
H -3.523 -3.390 2.945
H -3.231 -1.800 2.197
H -1.148 -1.096 1.599
N 0.683 0.112 0.132
S 1.548 1.054 -0.940
O 1.231 2.428 -0.643
O 1.363 0.616 -2.286
C 3.247 0.773 -0.439
C 3.703 -0.519 -0.265
C 5.018 -0.728 0.112
C 5.880 0.345 0.317
C 5.396 1.638 0.139
C 4.083 1.854 -0.238
H 3.689 2.849 -0.377
H 6.054 2.479 0.298
C 7.308 0.118 0.702
H 7.940 0.166 -0.184
H 7.648 0.883 1.396
H 7.439 -0.860 1.158
H 5.380 -1.736 0.251
H 3.032 -1.349 -0.421
C 0.672 0.635 1.481
H 0.909 -0.157 2.198
C -0.680 1.264 1.861
O -1.318 0.893 2.830
N -1.051 2.248 1.035
H -0.468 2.450 0.228
C -2.372 2.822 1.064
H -2.295 3.895 0.872
C -3.269 2.163 -0.001
C -4.683 2.781 -0.025
H -5.437 2.076 0.317
C -4.878 3.178 -1.491
H -5.468 4.083 -1.611
C -3.433 3.348 -1.960
H -3.294 3.202 -3.031
H -3.050 4.342 -1.681
O -2.714 2.334 -1.295
H -5.351 2.367 -2.045
H -4.714 3.660 0.618
H -3.289 1.083 0.189
H -2.793 2.649 2.057
H 1.443 1.408 1.536
H 1.196 -1.509 -1.948
H 0.218 -3.687 -2.341
H -1.942 -6.549 -1.794
H -1.573 -5.129 -2.804
```

As for the spin multiplicity: 1. Its structure (SMILES) is COc1ccc(N(CC(=O)NC[C@H]2CCCO2)S(=O)(=O)c2ccc(C)cc2)cc1OC. The largest force on an atom is 0.0238 hartree/bohr.

***

No. 2
Molecular formula: C22H28N4O3
Method: DFT, ωB97M-V/def2-TZVPD

The geometry in XYZ format:
```
57
Properties=species:S:1:pos:R:3
C 3.868 -4.037 0.944
H 3.513 -4.998 0.581
H 4.647 -3.677 0.278
H 4.304 -4.171 1.930
C 2.704 -3.057 1.029
N 1.910 -3.047 -0.192
C 0.611 -2.433 0.010
C -0.231 -2.575 -1.261
N 0.462 -1.975 -2.372
C 0.077 -0.860 -3.020
O 0.739 -0.319 -3.887
C -1.262 -0.261 -2.578
O -2.328 -0.604 -3.050
C -1.086 0.771 -1.575
C 0.101 1.103 -0.957
N -0.097 2.069 -0.031
C -1.430 2.416 -0.027
C -2.119 3.371 0.710
C -3.474 3.499 0.485
C -4.135 2.702 -0.453
C -3.458 1.760 -1.197
C -2.090 1.614 -0.987
H -3.956 1.149 -1.931
H -5.196 2.838 -0.597
H -4.035 4.234 1.041
H -1.620 4.005 1.429
C 0.938 2.512 0.867
H 1.786 2.898 0.292
H 0.553 3.298 1.515
C 1.448 1.302 1.671
O 2.463 0.715 1.342
N 0.692 0.903 2.702
C -0.558 1.474 3.171
C -0.886 0.675 4.432
H -0.420 1.137 5.303
C -0.240 -0.681 4.157
C 1.056 -0.284 3.464
H 1.836 -0.029 4.190
H 1.451 -1.046 2.791
H -0.866 -1.265 3.480
H -0.066 -1.258 5.062
H -1.958 0.608 4.605
H -1.342 1.346 2.416
H -0.451 2.540 3.386
H 1.086 0.713 -1.128
C 1.782 -2.532 -2.574
C 2.598 -2.390 -1.291
H 3.568 -2.866 -1.436
H 2.765 -1.320 -1.071
H 2.252 -1.991 -3.397
H 1.686 -3.591 -2.833
H -1.207 -2.107 -1.127
H -0.373 -3.640 -1.474
H 0.105 -2.946 0.832
H 0.701 -1.361 0.268
H 2.043 -3.379 1.839
H 3.079 -2.047 1.270
```

As for the spin multiplicity: 1. Its structure (SMILES) is CCN1CCN(C(=O)C(=O)c2cn(CC(=O)N3CCCC3)c3ccccc23)CC1. The largest force on an atom is 0.0153 hartree/bohr.

***

No. 3
Molecular formula: C22H28N4O5S
Method: DFT, ωB97M-V/def2-TZVPD

The geometry in XYZ format:
```
60
Properties=species:S:1:pos:R:3
C -2.405 -3.559 1.621
H -3.257 -3.028 1.183
O -1.373 -3.748 0.684
C -0.792 -2.644 0.132
C -1.157 -1.334 0.410
C -0.510 -0.278 -0.216
C 0.528 -0.507 -1.129
C 0.885 -1.826 -1.401
C 0.233 -2.874 -0.783
H 0.511 -3.894 -0.996
H 1.683 -2.042 -2.092
O 1.124 0.589 -1.653
C 2.247 0.404 -2.487
H 3.044 -0.132 -1.960
H 2.587 1.408 -2.737
H 1.978 -0.124 -3.406
N -0.893 1.061 0.036
S -2.115 1.643 -0.936
O -1.831 1.262 -2.284
O -2.267 3.032 -0.613
C -3.549 0.728 -0.372
C -4.244 1.168 0.737
C -5.283 0.396 1.232
C -5.605 -0.804 0.617
C -4.902 -1.233 -0.499
C -3.863 -0.464 -0.997
H -3.293 -0.761 -1.863
H -5.161 -2.165 -0.978
H -6.412 -1.407 1.007
H -5.838 0.728 2.096
H -3.973 2.111 1.185
C -0.751 1.580 1.373
H -1.302 1.000 2.125
H -1.131 2.604 1.354
C 0.736 1.563 1.750
O 1.143 1.128 2.809
N 1.496 2.100 0.777
N 2.863 2.121 0.651
C 3.567 1.097 0.908
C 5.046 1.217 0.725
H 5.303 2.229 0.419
H 5.522 1.013 1.687
C 5.532 0.199 -0.320
N 4.647 -0.956 -0.405
C 5.281 -2.055 -1.095
H 6.168 -2.440 -0.567
H 4.564 -2.867 -1.208
H 5.589 -1.721 -2.085
C 4.128 -1.317 0.905
H 4.933 -1.397 1.655
C 3.097 -0.265 1.311
H 2.144 -0.472 0.816
H 2.901 -0.287 2.387
H 3.642 -2.292 0.832
H 6.563 -0.109 -0.069
H 5.553 0.665 -1.310
H 1.028 2.538 -0.008
H -1.942 -1.109 1.115
H -2.717 -4.559 1.919
H -2.053 -3.014 2.503
```

As for the spin multiplicity: 1. Its structure (SMILES) is COc1ccc(OC)c(N(CC(=O)NN=C2CCN(C)CC2)S(=O)(=O)c2ccccc2)c1. The largest force on an atom is 0.0213 hartree/bohr.

***

Energy relative to the best compared isomer or geometry (same formula, charge and spin) in kJ/mol, matching the order above: 163.3, 178.5, 405.5
Highest occupied orbital energy in eV, matching the order above: -7.627, -8.377, -8.093
Orbital gap in eV, matching the order above: 8.28, 8.83, 8.70